{"formula": "C3H52N3O27", "method": "wB97M-V/def2-TZVPD", "symbols": ["O", "N", "O", "C", "C", "N", "O", "C", "N", "H", "H", "H", "H", "O", "H", "H", "O", "H", "H", "O", "H", "H", "O", "H", "H", "O", "H", "H", "O", "H", "H", "O", "H", "H", "O", "H", "H", "O", "H", "H", "O", "H", "H", "O", "H", "H", "O", "H", "H", "O", "H", "H", "O", "H", "H", "O", "H", "H", "O", "H", "H", "O", "H", "H", "O", "H", "H", "O", "H", "H", "O", "H", "H", "O", "H", "H", "O", "H", "H", "O", "H", "H", "O", "H", "H"], "positions_angstrom": [[3.45, -2.30, -1.78], [3.15, -2.70, -2.80], [2.36, -1.66, -3.59], [1.08, -1.72, -3.18], [0.25, -2.75, -3.44], [-0.90, -2.35, -2.78], [-2.11, -2.99, -2.65], [-0.76, -1.19, -2.21], [0.47, -0.77, -2.44], [0.40, -3.65, -3.99], [-2.13, -3.40, -1.76], [-1.58, -0.74, -1.66], [0.85, 0.12, -2.11], [-1.56, 0.81, -0.40], [-1.32, 0.92, 0.52], [-2.23, 1.50, -0.54], [-1.90, 2.83, 1.46], [-1.92, 3.65, 0.95], [-1.66, 3.11, 2.35], [0.35, -5.63, -2.35], [1.27, -5.74, -2.10], [-0.08, -6.43, -2.01], [-3.41, 2.71, -1.30], [-3.85, 3.47, -0.90], [-3.59, 2.79, -2.24], [-0.07, -3.18, 0.44], [0.88, -3.09, 0.57], [-0.27, -2.69, -0.36], [1.99, 1.62, -2.78], [2.76, 1.11, -3.08], [2.27, 2.54, -2.88], [0.45, 2.76, 3.51], [0.87, 2.44, 4.32], [0.86, 2.25, 2.81], [4.03, 3.11, -1.18], [3.50, 2.58, -0.59], [4.94, 2.95, -0.90], [-3.44, 4.33, 3.25], [-4.30, 4.74, 3.38], [-3.61, 3.39, 3.33], [-3.24, 3.42, 6.39], [-3.50, 4.23, 6.83], [-3.19, 3.65, 5.45], [2.90, 3.51, 5.02], [2.89, 4.32, 4.51], [3.13, 3.78, 5.91], [-2.08, 1.22, -4.10], [-1.65, 0.88, -3.31], [-1.70, 0.71, -4.83], [-3.09, -3.16, 0.15], [-3.23, -2.22, 0.30], [-2.18, -3.32, 0.42], [7.25, 3.12, -1.85], [6.92, 3.58, -2.63], [7.74, 2.38, -2.20], [10.02, 1.81, -1.08], [9.31, 2.21, -0.57], [10.70, 1.62, -0.43], [-5.71, 3.88, 8.38], [-5.31, 3.53, 9.19], [-5.29, 3.37, 7.68], [9.03, -1.09, -1.93], [8.45, -1.53, -1.30], [9.32, -0.29, -1.47], [-2.86, 1.45, 9.01], [-1.91, 1.52, 9.11], [-3.04, 1.93, 8.19], [-2.80, -6.39, -3.60], [-2.96, -5.44, -3.49], [-1.85, -6.48, -3.43], [-4.02, -7.59, -6.08], [-4.04, -6.78, -6.60], [-3.81, -7.29, -5.19], [1.77, 5.13, -2.87], [1.06, 5.54, -2.37], [2.45, 4.95, -2.20], [-2.89, 4.87, 8.69], [-3.62, 5.27, 9.18], [-2.23, 4.69, 9.37], [-0.41, -8.60, -2.08], [-0.01, -8.94, -1.27], [0.01, -9.12, -2.78], [-3.93, -3.56, -5.35], [-3.32, -3.60, -4.61], [-4.78, -3.82, -4.97]], "lowdin_charge": [0.16, 0.10, -0.01, -0.35, 0.10, -0.07, 0.09, -0.07, 0.23, 0.15, 0.10, 0.14, 0.15, -0.08, 0.03, 0.00, -0.06, 0.05, 0.02, -0.06, 0.04, 0.01, -0.04, 0.06, 0.06, -0.02, 0.06, 0.00, -0.05, 0.05, 0.03, -0.06, 0.03, 0.03, -0.05, 0.04, 0.03, -0.05, 0.06, 0.04, -0.06, 0.01, 0.01, -0.06, 0.04, 0.04, -0.03, -0.01, 0.05, -0.02, 0.06, 0.01, -0.05, 0.05, 0.03, -0.05, 0.03, 0.05, -0.06, 0.04, 0.01, -0.06, 0.03, -0.01, -0.06, 0.03, -0.01, -0.02, 0.01, 0.02, -0.07, 0.03, -0.01, -0.05, 0.04, 0.02, -0.05, 0.05, 0.05, -0.04, 0.05, 0.06, -0.04, -0.02, 0.05], "lumo_ev": -4.502, "charge": 1, "mol_weight_g_mol": 562.4, "e_homo_ev": -12.21, "homo_lumo_gap_ha": 0.2832, "e_tot_ev": -63697.751}


{"formula": "INO2", "method": "wB97M-V/def2-TZVPD", "symbols": ["N", "O", "O", "I"], "positions_angstrom": [[0.83, -0.56, -0.03], [1.79, 0.06, 0.04], [-0.43, 0.57, -0.02], [-2.19, -0.07, 0.01]], "mulliken_spin": [0.63, 0.36, 0.55, 0.45], "lumo_ev": [-1.062, -3.542], "relative_energy_ev": 1.3052, "mol_weight_g_mol": 172.9, "e_homo_ev": [-6.82, -9.81], "multiplicity": 3, "homo_lumo_gap_ha": [0.2116, 0.2303], "e_tot_ev": -13679.145}


{"formula": "CH2Cl2FN", "method": "wB97M-V/def2-TZVPD", "symbols": ["C", "N", "F", "Cl", "Cl", "H", "H"], "positions_angstrom": [[0.58, -0.10, 0.19], [-0.84, 0.18, 0.46], [0.80, -1.39, 0.37], [-1.05, 1.78, -0.07], [-1.74, -0.85, -0.60], [0.91, 0.08, -1.24], [1.34, 0.30, 0.90]], "nbo_charge": [0.19, -0.44, -0.35, 0.15, 0.14, 0.11, 0.21], "lumo_ev": 0.145, "relative_energy_ev": 3.6016, "mol_weight_g_mol": 117.9, "e_homo_ev": -10.33, "homo_lumo_gap_ha": 0.3849, "e_tot_ev": -30317.995}


{"formula": "C13H50AlO11", "method": "wB97M-V/def2-TZVPD", "symbols": ["C", "C", "Al", "H", "H", "H", "H", "H", "H", "C", "O", "H", "H", "H", "H", "C", "O", "H", "H", "H", "H", "C", "O", "H", "H", "H", "H", "C", "O", "H", "H", "H", "H", "C", "O", "H", "H", "H", "H", "C", "O", "H", "H", "H", "H", "C", "O", "H", "H", "H", "H", "C", "O", "H", "H", "H", "H", "C", "O", "H", "H", "H", "H", "C", "O", "H", "H", "H", "H", "C", "O", "H", "H", "H", "H"], "positions_angstrom": [[5.55, -1.10, -1.80], [4.50, -0.35, -1.42], [2.59, -1.06, -1.61], [6.35, -0.76, -2.46], [5.57, -2.15, -1.49], [4.67, 0.68, -1.09], [1.50, 0.09, -1.25], [2.37, -2.36, -0.61], [2.50, -1.56, -3.15], [-0.60, 2.33, 0.20], [-0.18, 1.10, 0.78], [-0.33, 2.29, -0.86], [-1.68, 2.46, 0.29], [-0.10, 3.17, 0.67], [-0.40, 1.15, 1.72], [-1.61, 4.64, 3.40], [-0.98, 3.43, 3.02], [-1.72, 5.23, 2.50], [-2.61, 4.46, 3.83], [-1.01, 5.20, 4.12], [-0.87, 2.88, 3.80], [-1.64, -2.08, 1.03], [-2.08, -0.97, 0.25], [-2.37, -2.87, 0.91], [-0.67, -2.44, 0.69], [-1.58, -1.81, 2.09], [-1.42, -0.26, 0.33], [-4.61, 0.67, -2.16], [-4.43, 0.52, -0.76], [-5.36, 1.45, -2.31], [-3.69, 0.96, -2.66], [-4.98, -0.26, -2.61], [-3.77, -0.17, -0.62], [-0.53, -3.12, -4.25], [-0.17, -2.42, -3.08], [0.37, -3.22, -4.84], [-0.92, -4.12, -4.03], [-1.28, -2.58, -4.84], [-0.95, -2.31, -2.52], [-7.14, -1.66, 0.18], [-7.62, -0.64, -0.68], [-7.80, -2.52, 0.10], [-6.13, -1.98, -0.11], [-7.12, -1.33, 1.22], [-7.00, 0.09, -0.60], [0.33, -4.79, -0.71], [-0.36, -5.02, 0.52], [0.75, -3.79, -0.68], [1.16, -5.50, -0.84], [-0.34, -4.87, -1.57], [-0.72, -5.91, 0.50], [6.60, 2.66, 0.30], [7.33, 1.53, -0.16], [7.30, 3.27, 0.86], [6.20, 3.24, -0.53], [5.78, 2.38, 0.97], [6.73, 0.96, -0.65], [-10.11, 0.70, 1.15], [-9.98, 1.29, 2.44], [-9.16, 0.82, 0.64], [-10.33, -0.37, 1.22], [-10.89, 1.20, 0.57], [-10.81, 1.18, 2.91], [3.76, -2.16, 2.27], [4.06, -2.18, 3.67], [3.16, -1.28, 2.08], [4.67, -2.09, 1.67], [3.19, -3.04, 1.97], [4.60, -2.96, 3.84], [9.35, 5.00, -0.44], [10.08, 3.96, 0.18], [10.03, 5.85, -0.54], [9.00, 4.70, -1.43], [8.50, 5.32, 0.17], [9.50, 3.19, 0.27]], "lowdin_charge": [-0.18, -0.33, 0.21, 0.03, 0.02, -0.01, -0.13, -0.12, -0.12, -0.15, -0.16, 0.08, 0.08, 0.07, 0.07, -0.15, -0.13, 0.08, 0.08, 0.08, 0.08, -0.13, -0.15, 0.07, 0.07, 0.08, 0.04, -0.17, -0.14, 0.07, 0.08, 0.08, 0.04, -0.18, -0.18, 0.08, 0.06, 0.07, 0.07, -0.16, -0.14, 0.07, 0.07, 0.08, 0.06, -0.16, -0.14, 0.01, 0.08, 0.07, 0.06, -0.17, -0.13, 0.06, 0.08, 0.08, 0.03, -0.16, -0.13, 0.06, 0.08, 0.08, 0.07, -0.16, -0.15, 0.07, 0.07, 0.06, 0.06, -0.18, -0.13, 0.07, 0.08, 0.07, 0.06], "lumo_ev": 2.190, "charge": -1, "mol_weight_g_mol": 409.5, "e_homo_ev": -4.19, "homo_lumo_gap_ha": 0.2345, "e_tot_ev": -43405.423}